ORCA calculation (ωB97M-V/def2-TZVPD) on a cluster of 16 separate species, C48H96O32S8 in total.

Values from the calculation:
* charge: 0
* electronic energy: -203526.8815 eV
* highest occupied orbital energy: -8.3873 eV
* molecular weight: 1441.8 u

Element x y z (Å)
C -7.0425 -0.9495 -0.6914
C -6.0855 -2.1924 -0.9196
C -4.8265 -1.6970 -1.7101
O -3.7127 -2.0670 -0.9419
C -4.0646 -2.5325 0.2024
O -3.3236 -3.0155 1.0635
O -5.3925 -2.5496 0.2922
H -7.2917 -0.4370 -1.6206
H -6.5949 -0.1283 -0.1316
H -7.9709 -1.3562 -0.2905
H -6.5468 -3.0845 -1.3432
H -4.8521 -0.6330 -1.9451
H -4.7147 -2.1308 -2.7038
C 0.5153 4.4220 5.3338
C 0.0152 3.0873 4.7439
C 0.0066 2.9371 3.2158
O 0.8065 1.8143 2.9352
C 1.2623 1.2739 4.1392
O 2.0732 0.3723 4.2095
O 0.8935 2.0883 5.1423
H 0.5762 4.4193 6.4221
H -0.1735 5.2498 5.1655
H 1.4197 4.7643 4.8310
H -0.9873 2.9736 5.1564
H 0.5801 3.7420 2.7561
H -0.9863 2.9117 2.7669
C 2.3756 -4.4316 -1.8403
C 1.1203 -5.0251 -2.5790
C 0.7145 -6.4503 -2.2496
O -0.6773 -6.4385 -2.0996
C -1.0429 -5.1420 -2.0317
O -2.2004 -4.7477 -1.8888
O -0.0248 -4.3745 -2.0805
H 3.3783 -4.7787 -2.0897
H 2.3416 -4.3139 -0.7572
H 2.3815 -3.4176 -2.2402
H 1.1406 -4.8717 -3.6579
H 1.0943 -6.7835 -1.2837
H 0.9679 -7.1706 -3.0274
C -2.6888 -7.2780 1.0908
C -1.7466 -6.0560 1.3477
C -1.4853 -5.7270 2.8349
O -0.1922 -6.1408 3.1392
C 0.4196 -6.3390 2.0001
O 1.6363 -6.5984 1.8453
O -0.3796 -6.3430 0.9759
H -2.6099 -7.4709 0.0209
H -3.6623 -6.8603 1.3478
H -2.4343 -8.1474 1.6969
H -1.9155 -5.1443 0.7747
H -2.1830 -6.3351 3.4106
H -1.7102 -4.7024 3.1309
C -4.2487 -0.1834 2.7826
C -3.2752 -0.7699 3.7305
C -2.3240 0.1961 4.1715
O -2.2230 -0.0727 5.5578
C -3.3048 -0.6398 5.9460
O -3.6082 -0.8889 7.1393
O -4.0112 -0.9576 4.8756
H -5.0283 -0.8553 2.4237
H -3.5724 0.0398 1.9574
H -4.7897 0.6872 3.1533
H -2.8344 -1.6736 3.3098
H -2.5839 1.2452 4.0307
H -1.3271 0.0067 3.7733
C -0.3562 -2.3972 0.9009
C 0.5046 -1.0797 0.9556
C 1.1166 -0.5922 -0.3202
O 0.2517 0.4537 -0.7776
C -0.5013 0.8632 0.2346
O -1.2269 1.8335 0.2794
O -0.3922 -0.0069 1.2190
H 0.3068 -3.2604 0.9595
H -0.7760 -2.5104 -0.0987
H -1.0807 -2.4417 1.7140
H 1.2637 -1.2031 1.7280
H 1.3029 -1.3549 -1.0762
H 2.0469 -0.0762 -0.0826
C -1.0584 0.0303 -3.6834
C -0.6323 -1.4728 -3.6016
C -1.4977 -2.3318 -4.4178
O -0.5088 -3.1083 -5.1443
C 0.6566 -2.5308 -5.0579
O 1.6437 -2.7765 -5.8046
O 0.6186 -1.5437 -4.2285
H -1.3250 0.3202 -4.6998
H -0.2649 0.7385 -3.4446
H -1.9049 0.2929 -3.0489
H -0.7200 -1.8428 -2.5801
H -2.1370 -1.8758 -5.1737
H -2.1495 -2.9481 -3.7985
C -0.6631 9.7718 -0.6297
C -0.9812 9.0666 0.6864
C -2.4721 8.8089 0.8285
O -2.5063 7.3950 1.0957
C -1.2771 6.8203 0.9182
O -1.0826 5.6087 0.9808
O -0.4046 7.7685 0.6518
H -1.0121 10.8010 -0.5453
H -1.0356 9.2415 -1.5061
H 0.4121 9.7443 -0.8070
H -0.6479 9.6891 1.5168
H -3.0827 9.1774 0.0042
H -2.8215 9.3283 1.7208
C 5.2013 3.0662 3.0674
S 4.0027 2.4430 1.8336
O 4.2174 3.4010 0.6779
C 4.7512 0.7533 1.3774
H 6.1401 3.3562 2.5955
H 5.3700 2.2278 3.7433
H 4.9361 3.9984 3.5661
H 3.9928 0.1080 0.9339
H 5.1480 0.1255 2.1752
H 5.4835 0.8944 0.5825
C 4.4926 3.9031 -2.4158
S 4.6709 3.4598 -4.2146
O 6.0357 2.7520 -4.3491
C 3.2989 2.2575 -4.2268
H 5.1159 4.7890 -2.2943
H 4.7817 3.0943 -1.7447
H 3.4528 4.1060 -2.1594
H 2.2697 2.6021 -4.1262
H 3.3692 1.6041 -3.3572
H 3.4521 1.6530 -5.1208
C 5.6794 -0.4659 -2.9693
S 5.7232 -1.5039 -1.5010
O 4.3333 -1.3409 -0.9104
C 6.0207 -3.1201 -2.3477
H 5.5768 0.6055 -2.7972
H 4.7448 -0.8052 -3.4161
H 6.4859 -0.7364 -3.6509
H 5.6047 -3.9543 -1.7828
H 7.0925 -3.2830 -2.4602
H 5.5566 -3.1773 -3.3323
C -4.4564 2.2766 -0.6054
S -5.6774 3.1857 0.3544
O -5.8014 2.2278 1.5746
C -4.5391 4.5740 1.0039
H -3.5647 2.0345 -0.0272
H -4.0566 2.7727 -1.4898
H -4.9687 1.3668 -0.9182
H -5.1284 5.2781 1.5912
H -4.1209 5.0279 0.1054
H -3.6682 4.1585 1.5108
C 2.1672 -3.1520 3.6504
S 0.7233 -2.2642 4.5060
O -0.4478 -3.2466 4.6085
C 1.3064 -1.8885 6.2321
H 1.8077 -3.5240 2.6910
H 2.6235 -3.9962 4.1672
H 2.9426 -2.4360 3.3778
H 2.1093 -1.1547 6.3029
H 1.5619 -2.7984 6.7752
H 0.5002 -1.3437 6.7233
C 1.2335 3.9584 -0.8411
S 0.3920 4.9651 -2.1569
O 0.9637 4.5995 -3.4904
C -1.2565 4.1125 -2.1448
H 1.6036 2.9665 -1.1006
H 0.6730 3.7783 0.0763
H 2.0674 4.5359 -0.4422
H -0.9305 3.1245 -2.4698
H -1.9063 4.5832 -2.8826
H -1.6711 4.1111 -1.1367
C -3.8935 1.8128 -7.5199
S -4.0715 1.7765 -5.6636
O -3.9575 0.2738 -5.3907
C -2.5692 2.6290 -5.1098
H -2.9249 1.5227 -7.9270
H -4.0152 2.8362 -7.8749
H -4.6308 1.1319 -7.9452
H -2.4310 2.5452 -4.0318
H -2.7024 3.6952 -5.2935
H -1.7033 2.2934 -5.6805
C 4.4314 -4.1877 0.9725
S 5.9784 -3.5806 1.7446
O 5.7177 -3.4621 3.2088
C 6.9544 -5.1399 1.6393
H 4.5076 -4.5540 -0.0513
H 3.5940 -3.4932 0.9047
H 3.9750 -4.9777 1.5689
H 7.2584 -5.5215 0.6646
H 6.4502 -6.0004 2.0791
H 7.8755 -4.9741 2.1982

Force components x, y, z for each atom (eV/Å):
C 0.16 -1.59 -0.50
C 1.73 2.76 -0.06
C -1.11 -0.24 -1.74
O 1.73 1.18 -1.63
C 0.59 -2.56 3.05
O -1.59 1.46 -1.80
O -1.61 -0.49 1.21
H -0.01 -0.54 -0.50
H 0.12 -0.56 0.73
H 0.00 0.57 0.41
H -0.13 0.21 0.12
H 0.15 0.20 0.66
H -0.05 -0.44 0.09
C -0.34 0.41 -0.76
C -0.73 1.92 0.05
C 0.50 1.61 -0.25
O 0.08 -2.03 1.66
C 1.82 0.61 -1.53
O -1.72 1.39 -0.05
O 0.55 -2.00 0.83
H 0.47 -0.50 -0.09
H -0.48 -0.22 -0.40
H 0.38 -0.29 0.36
H -0.02 -0.74 0.10
H -0.40 0.51 -0.05
H 0.12 -0.42 -0.02
C -0.74 0.95 -1.23
C 1.52 -0.97 1.13
C 1.45 -1.46 0.31
O -1.34 0.82 -0.55
C -4.60 -1.14 0.83
O 2.17 -0.86 -0.30
O 1.33 3.34 -0.07
H -0.39 -0.73 -0.35
H -0.67 -0.55 -0.07
H 0.21 0.38 0.18
H 0.36 0.17 -0.02
H 0.45 0.03 -0.03
H 0.11 0.06 0.06
C 1.02 2.19 -0.23
C 0.98 -0.22 0.69
C -3.36 -0.08 0.54
O 0.74 0.39 0.39
C 5.06 -1.82 -0.76
O -2.93 1.03 0.87
O -0.53 -0.29 -1.71
H -0.32 -0.32 0.08
H -0.28 -0.50 -0.12
H 0.04 0.16 -0.02
H -1.06 -0.30 0.00
H 0.09 -0.07 0.31
H 0.64 0.15 -0.19
C -0.02 0.01 -1.77
C -2.41 -0.60 -1.98
C 3.63 1.57 0.28
O 2.72 1.69 0.63
C -2.36 -2.24 5.03
O 0.83 0.98 -4.03
O -2.17 -1.97 2.31
H 0.28 -0.37 0.10
H -0.56 0.66 -0.75
H 0.55 0.16 0.03
H -0.01 -0.32 0.43
H -0.28 0.03 -0.09
H 0.02 0.26 -0.25
C 1.44 0.77 -0.61
C -1.35 -1.87 0.04
C 1.31 0.35 -0.22
O -0.11 0.31 -1.23
C -0.79 0.09 0.41
O 0.74 -0.67 -0.43
O -0.59 0.17 1.93
H 0.23 -0.08 0.32
H -0.67 0.24 0.17
H 0.02 0.08 -0.29
H -0.20 0.54 0.26
H -0.23 0.22 -0.13
H 0.28 -0.31 -0.25
C 0.17 -0.02 -0.05
C -1.64 3.51 0.78
C -1.01 -1.32 -1.23
O -1.45 -1.71 -0.15
C 3.88 -0.98 -4.44
O -3.08 0.31 2.83
O 1.45 1.25 1.95
H -0.16 -0.58 -0.08
H 0.34 -0.41 0.46
H -0.08 -0.33 0.09
H 1.08 0.10 0.20
H 0.19 0.48 0.07
H 0.31 -0.44 -0.12
C 0.80 -0.34 0.34
C -0.44 0.94 -1.71
C 0.33 -0.05 1.43
O -0.47 -0.42 -0.40
C -1.16 -1.97 0.16
O -0.27 2.92 -0.10
O 1.37 -0.13 0.31
H -0.01 -0.02 -0.39
H -0.63 0.10 0.18
H 0.15 0.40 0.30
H 0.54 -0.53 0.14
H 0.05 -0.77 -0.32
H -0.27 -0.20 0.04
C 0.57 -0.73 -0.20
S 0.87 0.44 -0.34
O -0.36 -1.01 0.31
C -0.23 0.49 -0.19
H 0.04 -0.54 -0.49
H 0.05 0.30 0.37
H -0.92 -0.36 0.04
H -0.41 0.50 -0.03
H 0.17 0.61 0.43
H 0.19 0.31 0.23
C -0.02 -0.08 -0.80
S 0.87 -0.16 1.09
O -2.29 0.45 0.32
C 0.43 -1.09 0.36
H -0.06 -0.15 0.27
H 0.40 -0.06 -0.31
H 0.07 0.28 -0.46
H 0.28 0.97 -0.53
H 0.53 -0.23 0.06
H -0.20 0.04 -0.04
C -0.63 -0.91 -0.53
S 0.07 0.62 0.77
O 0.68 -0.87 -0.71
C -0.69 0.05 -0.32
H 0.49 -0.17 0.37
H -0.13 0.10 -0.32
H 0.15 0.31 0.14
H 0.08 0.31 0.36
H 0.02 0.30 0.17
H -0.08 0.27 -0.08
C 0.53 0.07 -0.57
S 1.64 -0.87 3.21
O -0.47 1.56 -1.96
C -0.40 -0.95 -1.40
H -0.30 -0.06 0.48
H -0.44 0.36 -0.18
H 0.04 0.03 0.08
H 0.11 -0.22 -0.06
H -0.23 0.42 -0.04
H -0.42 -0.29 0.34
C -0.28 0.37 0.41
S -0.45 -0.87 -0.25
O 1.53 0.91 0.08
C 0.09 -0.15 -0.24
H -0.59 -0.03 0.18
H -0.26 0.15 0.35
H 0.00 0.29 0.47
H 0.35 -0.33 -0.72
H -0.14 0.00 -0.11
H -0.52 -0.47 -0.21
C 0.09 0.16 0.67
S -0.49 -0.64 0.68
O 0.09 -0.09 0.29
C 1.29 0.11 0.19
H -0.10 0.13 -0.81
H -0.89 0.33 -0.33
H 0.24 0.14 -0.52
H -0.49 -0.22 0.11
H 0.18 0.11 0.09
H 0.03 -0.07 -0.09
C 0.47 0.83 0.34
S -0.03 -2.13 -0.94
O 0.12 1.67 0.26
C 0.06 0.25 -0.67
H 0.26 -0.34 0.68
H -0.47 0.05 0.05
H -0.19 0.22 0.38
H -0.16 -0.48 -0.19
H -0.17 0.06 -0.23
H 0.05 -0.09 0.26
C -0.83 -0.63 0.07
S -0.23 -0.94 -0.07
O -0.16 0.24 -0.39
C 0.10 -0.50 -0.15
H 0.69 -0.06 0.12
H 0.65 0.95 0.26
H 0.50 -0.39 0.25
H -0.18 0.68 -0.45
H -0.44 0.38 0.40
H -0.15 0.28 0.11

These are the Mulliken partial charges, in e, on atoms 1 to 99: number 1, C, carries -1.334; number 2, C, carries 0.475; number 3, C, carries -0.473; number 4, O, carries 0.468; number 5, C, carries -0.193; number 6, O, carries -0.439; number 7, O, carries -0.334; number 8, H, carries 0.418; number 9, H, carries 0.190; number 10, H, carries 0.421; number 11, H, carries 0.352; number 12, H, carries 0.038; number 13, H, carries 0.347; number 14, C, carries -1.703; number 15, C, carries 0.523; number 16, C, carries 0.443; number 17, O, carries 0.873; number 18, C, carries 0.153; number 19, O, carries -0.619; number 20, O, carries -0.371; number 21, H, carries 0.395; number 22, H, carries 0.387; number 23, H, carries 0.386; number 24, H, carries 0.252; number 25, H, carries 0.216; number 26, H, carries -0.561; number 27, C, carries -0.851; number 28, C, carries 0.262; number 29, C, carries -0.569; number 30, O, carries -0.340; number 31, C, carries 0.046; number 32, O, carries -0.598; number 33, O, carries 0.485; number 34, H, carries 0.565; number 35, H, carries -0.326; number 36, H, carries 0.146; number 37, H, carries 0.526; number 38, H, carries 0.263; number 39, H, carries 0.337; number 40, C, carries -1.681; number 41, C, carries 1.508; number 42, C, carries -0.033; number 43, O, carries -0.320; number 44, C, carries 0.583; number 45, O, carries -0.699; number 46, O, carries -0.188; number 47, H, carries 0.347; number 48, H, carries 0.425; number 49, H, carries 0.398; number 50, H, carries -0.582; number 51, H, carries 0.355; number 52, H, carries -0.088; number 53, C, carries -1.818; number 54, C, carries 2.415; number 55, C, carries 0.762; number 56, O, carries -0.448; number 57, C, carries 0.489; number 58, O, carries -0.687; number 59, O, carries -0.497; number 60, H, carries 0.449; number 61, H, carries 0.076; number 62, H, carries 0.500; number 63, H, carries -0.608; number 64, H, carries -0.006; number 65, H, carries -0.604; number 66, C, carries 1.136; number 67, C, carries 1.303; number 68, C, carries 0.862; number 69, O, carries 0.106; number 70, C, carries -0.252; number 71, O, carries -0.322; number 72, O, carries -0.055; number 73, H, carries -0.320; number 74, H, carries -0.466; number 75, H, carries -0.816; number 76, H, carries -0.672; number 77, H, carries -0.398; number 78, H, carries -0.543; number 79, C, carries -1.690; number 80, C, carries 3.005; number 81, C, carries -0.019; number 82, O, carries -0.387; number 83, C, carries 0.502; number 84, O, carries -0.700; number 85, O, carries -0.353; number 86, H, carries 0.458; number 87, H, carries 0.116; number 88, H, carries 0.381; number 89, H, carries -1.622; number 90, H, carries 0.164; number 91, H, carries 0.145; number 92, C, carries -1.443; number 93, C, carries 0.507; number 94, C, carries -0.575; number 95, O, carries -0.294; number 96, C, carries 0.342; number 97, O, carries -0.244; number 98, O, carries -0.318; number 99, H, carries 0.411